# 1
Formula: C31H34N4O4
Source: the OMol25 dataset
Level of theory: ωB97M-V/def2-TZVPD

Each line ends with the Mulliken charge.
Element x y z (Å)
O: 2.71 -1.39 6.47  -0.486
C: 2.24 -1.00 5.25  0.273
O: 3.15 -0.39 4.27  -0.294
C: 3.02 1.08 4.23  -0.496
C: 1.58 1.59 3.55  -0.369
C: 1.46 0.84 2.10  -0.559
C: -0.02 1.04 1.36  -0.518
C: -1.23 0.70 2.45  0.438
C: -1.06 -0.71 3.29  -0.424
C: -2.23 -1.15 4.40  -0.480
C: -3.50 -0.12 4.65  0.410
C: -3.64 1.33 3.83  0.305
C: -2.50 1.74 2.71  -0.718
C: -4.94 2.32 4.20  0.238
O: -5.58 3.07 3.29  -0.508
C: -5.40 2.25 5.81  -0.313
C: -5.28 0.93 6.55  -0.328
C: -4.72 -0.43 5.75  0.168
O: -5.23 -1.65 5.94  -0.592
H: 1.08 -1.19 5.06  0.247
H: 3.03 1.53 5.32  0.304
H: 3.89 1.51 3.54  0.324
H: 1.53 2.76 3.50  0.328
H: 0.75 1.26 4.34  0.187
H: 1.63 -0.34 2.15  0.207
H: 2.26 1.32 1.35  0.360
H: -0.07 0.39 0.39  0.177
H: -0.09 2.18 1.10  0.341
H: -0.14 -1.43 3.13  0.510
H: -2.11 -2.17 5.02  0.246
H: -2.58 2.75 2.09  0.274
H: -5.77 3.20 6.41  0.296
H: -5.58 0.93 7.68  0.323
C: -5.46 -6.40 4.07  -0.357
C: -4.28 -6.36 4.85  -0.657
C: -4.21 -5.10 5.42  -0.177
N: -5.31 -4.39 5.01  0.123
C: -6.08 -5.18 4.19  -0.616
H: -5.82 -7.24 3.49  0.381
H: -3.56 -7.15 4.98  0.377
H: -3.48 -4.66 6.08  0.383
H: -5.52 -3.44 5.27  0.314
H: -7.00 -4.80 3.77  0.357
C: -0.15 1.15 -3.76  0.244
C: -1.04 2.24 -3.79  -0.595
C: -2.12 1.91 -3.00  -0.503
N: -1.91 0.65 -2.51  0.031
C: -0.71 0.18 -2.96  -0.969
H: 0.81 1.07 -4.27  0.394
H: -0.92 3.17 -4.33  0.387
H: -3.02 2.45 -2.76  0.394
H: -2.55 0.14 -1.90  0.203
H: -0.35 -0.80 -2.67  0.406
C: 4.84 -0.91 -5.57  -0.360
C: 4.82 -0.64 -4.18  -0.418
C: 3.96 0.42 -3.98  -0.548
N: 3.46 0.79 -5.19  0.003
C: 3.98 -0.01 -6.17  -1.067
H: 5.41 -1.68 -6.08  0.403
H: 5.38 -1.16 -3.42  0.410
H: 3.67 0.93 -3.07  0.464
H: 2.80 1.55 -5.35  0.332
H: 3.70 0.12 -7.21  0.714
C: 5.16 1.63 -10.71  -0.602
C: 5.89 2.80 -10.39  -0.379
C: 5.93 2.90 -9.02  -0.567
N: 5.25 1.83 -8.50  0.109
C: 4.79 1.04 -9.52  -0.149
H: 4.94 1.25 -11.70  0.383
H: 6.33 3.50 -11.09  0.378
H: 6.38 3.64 -8.37  0.354
H: 5.12 1.64 -7.51  0.207
H: 4.23 0.14 -9.32  0.343

Results
Structure (SMILES)   O=COCCCCc1ccc2c(c1)C(=O)C=CC2=O.c1cc[nH]c1.c1cc[nH]c1.c1cc[nH]c1.c1cc[nH]c1
Lowest unoccupied orbital energy   -2.188 eV
2S+1   1
Gap between HOMO and LUMO   5.77 eV
Total charge   0

---

# 2
Formula: C31H34N6O2S2Zr
Source: the OMol25 dataset
Level of theory: ωB97M-V/def2-TZVPD

Each line ends with the Mulliken charge.
Element x y z (Å)
Zr: -0.29 -0.62 0.93  0.644
C: -1.59 -4.01 2.86  -1.704
C: -0.94 -2.67 2.96  0.979
C: -1.70 -1.52 3.25  -0.534
C: -1.09 -0.29 3.52  -0.428
C: 0.31 -0.18 3.47  -0.800
C: 1.07 -1.29 3.11  -0.128
C: 0.45 -2.51 2.83  -0.445
H: -2.63 -3.94 2.57  0.375
H: -1.56 -4.46 3.86  0.421
H: -1.05 -4.68 2.20  0.435
H: -2.78 -1.60 3.32  0.570
H: -1.69 0.57 3.77  0.570
H: 0.79 0.76 3.71  0.578
H: 2.15 -1.22 3.07  0.557
H: 1.06 -3.37 2.57  0.582
N: -1.14 2.84 0.65  -0.118
C: -2.21 2.06 0.68  0.208
N: -3.38 2.65 0.76  -0.670
C: -4.48 1.90 0.73  0.160
N: -5.65 2.45 0.89  -0.263
N: -4.43 0.54 0.54  -0.750
C: -3.26 0.01 0.48  0.117
N: -2.06 0.67 0.61  0.656
C: -3.19 -1.45 0.21  0.651
C: -4.34 -2.21 0.06  -0.842
C: -4.20 -3.54 -0.32  -0.736
C: -2.93 -4.06 -0.51  -1.108
C: -1.83 -3.25 -0.28  -0.375
N: -1.95 -1.96 0.08  0.792
H: -1.30 3.84 0.69  0.301
H: -0.20 2.49 0.53  -0.216
H: -5.73 3.45 1.02  0.291
H: -6.49 1.90 0.85  0.272
H: -5.30 -1.75 0.19  0.641
H: -5.08 -4.16 -0.46  0.531
H: -2.79 -5.09 -0.82  0.518
H: -0.83 -3.64 -0.37  0.575
O: 1.00 -1.76 -0.14  -0.224
S: 1.43 -2.40 -1.52  0.245
C: 3.23 -2.17 -1.56  -0.862
C: 3.81 -0.82 -1.95  -1.270
C: 3.27 0.41 -1.21  0.459
C: 3.56 0.39 0.29  -0.651
S: 2.49 1.44 1.29  0.077
O: 1.04 0.91 0.85  -0.033
C: 2.59 3.07 0.67  0.990
C: 3.19 3.98 1.54  -0.684
C: 3.39 5.28 1.12  -0.779
C: 2.96 5.67 -0.13  -0.552
C: 2.32 4.77 -0.99  -0.889
C: 2.14 3.46 -0.60  -0.093
C: 0.80 -1.28 -2.75  0.853
C: -0.07 -0.25 -2.43  -0.098
C: -0.58 0.55 -3.44  -1.262
C: -0.22 0.31 -4.76  -0.774
C: 0.63 -0.73 -5.08  -0.688
C: 1.14 -1.54 -4.07  -0.808
H: 3.56 -2.94 -2.27  0.601
H: 3.54 -2.53 -0.57  0.637
H: 3.66 -0.66 -3.02  0.432
H: 4.89 -0.89 -1.81  0.464
H: 2.20 0.49 -1.38  -0.712
H: 3.73 1.29 -1.65  0.616
H: 4.57 0.73 0.54  0.720
H: 3.43 -0.60 0.73  0.282
H: 3.52 3.66 2.53  0.481
H: 3.87 5.99 1.78  0.476
H: 3.11 6.70 -0.46  0.455
H: 1.99 5.10 -1.96  0.494
H: 1.65 2.75 -1.26  0.365
H: -0.40 -0.06 -1.40  1.335
H: -1.27 1.36 -3.20  0.573
H: -0.63 0.94 -5.55  0.478
H: 0.90 -0.93 -6.11  0.474
H: 1.80 -2.37 -4.33  0.567

Results
Lowest unoccupied orbital energy   -12.326 eV
2S+1   1
Gap between HOMO and LUMO   7.31 eV
Total charge   +4

---

# 3
Formula: C31H35AsAuN6O3S
Source: the OMol25 dataset
Level of theory: ωB97M-V/def2-TZVPD

Each line ends with the Mulliken charge.
Element x y z (Å)
Au: -1.30 -2.15 -0.41  0.871
N: 2.50 -4.75 -0.99  0.096
C: 1.87 -3.74 -1.59  -0.397
N: 1.15 -3.08 -0.70  0.109
C: 1.37 -3.78 0.44  0.097
N: 2.18 -4.80 0.32  -0.704
C: 0.70 -3.46 1.72  0.412
C: 0.96 -4.20 2.87  -0.418
N: 0.35 -3.96 4.02  -0.576
C: -0.52 -2.95 4.03  -0.614
C: -0.78 -2.20 2.91  -0.516
N: -0.17 -2.45 1.75  0.682
H: 3.09 -5.47 -1.39  0.214
H: 1.96 -3.52 -2.64  0.490
H: 1.67 -5.02 2.83  0.524
H: -1.02 -2.74 4.97  0.431
H: -1.47 -1.37 2.94  0.439
C: -0.69 2.40 5.80  -1.587
C: -0.43 1.89 4.41  0.402
C: 0.86 1.65 3.95  -1.384
C: 1.10 1.19 2.66  0.161
C: 2.54 0.97 2.24  -1.830
C: 0.02 0.98 1.80  1.445
As: 0.61 0.36 0.05  2.347
N: -0.93 -0.20 -0.87  0.097
C: -1.56 0.40 -1.91  1.031
C: -1.71 1.81 -1.96  0.671
C: -2.37 2.39 -3.01  -1.188
C: -2.90 1.61 -4.04  -0.579
C: -2.77 0.22 -4.00  -0.849
C: -2.12 -0.39 -2.95  -0.995
C: 1.24 1.88 -1.00  0.707
C: 1.98 1.46 -2.12  -0.125
C: 2.16 0.01 -2.49  -1.831
C: 2.57 2.42 -2.94  -0.974
C: 2.47 3.77 -2.67  0.512
C: 3.13 4.80 -3.57  -1.575
C: 1.74 4.17 -1.57  -0.966
C: 1.10 3.26 -0.73  1.029
C: 0.29 3.85 0.40  -1.998
C: -1.29 1.19 2.24  0.564
C: -2.53 0.99 1.39  -1.030
C: -1.49 1.65 3.54  -1.262
H: 0.24 2.51 6.36  0.397
H: -1.34 1.73 6.35  0.346
H: -1.18 3.38 5.77  0.332
H: 1.70 1.82 4.62  0.365
H: 3.21 1.14 3.08  0.453
H: 2.84 1.64 1.43  0.287
H: 2.70 -0.05 1.89  0.268
H: -1.33 2.41 -1.15  0.347
H: -2.49 3.47 -3.04  0.482
H: -3.41 2.08 -4.87  0.406
H: -3.18 -0.39 -4.80  0.487
H: -2.00 -1.46 -2.93  0.580
H: 2.59 -0.57 -1.67  0.351
H: 2.83 -0.07 -3.35  0.417
H: 1.22 -0.47 -2.76  0.248
H: 3.14 2.08 -3.80  0.322
H: 3.71 4.32 -4.35  0.372
H: 3.79 5.44 -2.99  0.360
H: 2.38 5.43 -4.04  0.330
H: 1.63 5.23 -1.35  0.497
H: -0.15 4.79 0.07  0.495
H: 0.92 4.07 1.26  0.422
H: -0.51 3.21 0.75  0.068
H: -2.55 0.00 0.92  -0.024
H: -2.60 1.73 0.59  0.193
H: -3.42 1.07 2.00  0.617
H: -2.50 1.83 3.88  0.440
C: -3.24 -5.67 -1.55  -1.088
S: -1.74 -4.78 -1.39  1.229
O: -1.79 -4.16 0.00  -0.691
O: -0.65 -5.69 -1.56  -0.610
O: -1.79 -3.63 -2.31  -0.707
H: -3.22 -6.49 -0.84  0.379
H: -3.28 -6.04 -2.57  0.395
H: -4.07 -5.00 -1.35  0.304

Results
Lowest unoccupied orbital energy (alpha / beta)   -2.706 / -5.246 eV
2S+1   3
Gap between HOMO and LUMO (alpha / beta)   8.08 / 5.62 eV
Total charge   +1

---

Computed ΔE to the lowest compared entry with this formula, charge and spin, in the same sequence as the records: 416.56; 5.50; 9.09 kcal per mole.